This record from OMol25 describes a 3-piece molecular cluster, C8H13B3BrF6NO7 overall. The level of theory is the ωB97M-V functional and the def2-TZVPD basis.

```
! RIJCOSX wB97M-V def2-TZVPD def2/J DEFGRID3
* xyz 0 1
Br 1.777 -4.072 0.753
F -0.077 0.045 -2.860
F 0.646 2.082 -2.661
F -2.951 -1.934 4.905
F -3.510 0.150 5.131
F -1.742 -0.616 6.123
F 0.027 0.975 -0.904
O -2.505 1.582 -1.476
O -1.876 2.188 -3.563
O -0.570 0.272 3.882
O 5.121 -1.137 -0.421
O 4.275 -3.335 -0.418
O 2.872 -1.504 0.172
O -2.249 -0.645 2.672
N 6.685 -3.051 0.038
C -0.238 1.197 -2.191
C -0.515 -1.326 1.098
C -1.697 1.694 -2.353
C -1.583 -0.311 1.423
C -2.469 -0.690 5.012
C -1.618 -0.295 3.777
C -3.214 2.662 -3.867
C -3.442 4.047 -3.309
B 5.389 -2.502 -0.282
B 3.094 -2.863 0.100
B 4.014 -0.721 0.282
H 0.280 -1.309 1.843
H -2.381 -0.303 0.685
H -0.933 -2.332 1.076
H -3.259 2.651 -4.953
H -3.935 1.943 -3.479
H -3.404 4.041 -2.221
H 6.887 -2.995 1.032
H -1.183 0.698 1.500
H 4.048 0.199 1.031
H -2.687 4.738 -3.682
H 7.419 -2.503 -0.404
H -4.425 4.404 -3.618
H -0.071 -1.121 0.129
*
```

## Properties
Largest force on an atom   1.07 eV/A
HOMO-LUMO gap   10.90 eV
E_LUMO   0.26 eV
E_HOMO   -10.64 eV
SMILES string   CCOC(=O)C(F)(F)F.CCOC(=O)C(F)(F)F.NB1OBOB(Br)O1